#P
Computed, not measured: a cluster of 2 separate species, C4H4O3 in total, with ωB97M-V with the def2-TZVPD basis set.

Positions of all 11 atoms, in Å:
C1 -1.36 0.39 -0.68
C2 -0.13 -0.46 -0.73
O1 -0.04 -1.63 -0.90
C3 0.17 -0.46 1.95
O2 0.57 -0.92 2.92
C4 1.96 0.08 0.19
O3 1.05 0.36 -0.71
H1 -2.17 -0.17 -0.21
H2 -1.65 0.64 -1.70
H3 -1.16 1.31 -0.13
H4 2.75 0.85 -0.01

Summary:
molecular weight = 100.1 Da
charge = 0
HOMO level = -8.99 eV
Kohn-Sham gap = 9.10 eV



#Q
Computed, not measured: a cluster of 2 separate species, C4H4O3 in total, with ωB97M-V with the def2-TZVPD basis set.

Positions of all 11 atoms, in Å:
O1 -2.03 1.49 -0.92
C1 -1.66 0.40 -0.73
C2 -1.27 -0.84 -0.47
O2 -0.14 -1.40 -1.03
H1 -1.86 -1.41 0.24
H2 0.61 -1.06 -0.49
C3 1.47 0.05 0.77
C4 0.91 1.20 0.46
O3 0.45 2.23 0.16
H3 1.04 -0.54 1.57
H4 2.48 -0.12 0.43

Summary:
molecular weight = 100.1 Da
charge = 0
HOMO level = -8.86 eV
SMILES string = O=C=CO.C=C=O
Kohn-Sham gap = 9.37 eV



Of them, #P has the lowest stability.



#P
Computed, not measured: a cluster of 2 separate species, C3H11N3O in total, with ωB97M-V with the def2-TZVPD basis set.

Positions of all 18 atoms, in Å:
C1 -3.18 -0.47 -0.67
C2 -1.92 -0.87 -0.51
N1 -0.88 -0.13 0.00
N2 -1.07 1.26 0.11
H1 -3.95 -1.16 -0.95
H2 -3.47 0.55 -0.48
H3 -1.64 -1.90 -0.69
H4 0.12 -0.45 -0.24
H5 -0.26 1.65 0.56
H6 -1.19 1.71 -0.80
C3 2.16 -0.81 1.15
O1 1.91 -0.39 -0.17
N3 1.99 1.15 -0.28
H7 1.42 -0.39 1.84
H8 3.17 -0.53 1.48
H9 2.06 -1.90 1.14
H10 2.99 1.38 -0.22
H11 1.74 1.30 -1.26

Summary:
molecular weight = 105.1 Da
charge = 0
HOMO level = -7.27 eV
SMILES string = C=CNN.CON
Kohn-Sham gap = 7.95 eV



#Q
Computed, not measured: a cluster of 2 separate species, C3H11N3O in total, with ωB97M-V with the def2-TZVPD basis set.

Positions of all 18 atoms, in Å:
H1 -1.75 -3.08 -0.42
N1 -2.00 -2.10 -0.36
C1 -1.02 -1.39 0.11
N2 -0.97 -0.05 0.28
N3 -2.10 0.73 0.06
C2 0.27 0.77 0.46
C3 0.36 2.03 -0.43
H2 -0.06 -1.86 0.49
H3 -2.80 0.45 0.75
H4 -2.43 0.46 -0.88
H5 1.10 0.09 0.32
H6 0.32 1.02 1.54
H7 1.38 2.48 -0.33
H8 -0.41 2.79 -0.23
H9 0.16 1.84 -1.52
O1 3.08 -1.09 -0.12
H10 3.20 -1.27 0.79
H11 3.67 -1.82 -0.52

Summary:
molecular weight = 105.1 Da
charge = 0
HOMO level = -8.49 eV
SMILES string = [H]/N=C/N(N)CC.O
Kohn-Sham gap = 8.99 eV



Of them, #P has the lowest stability.



#P
Computed, not measured: a structure of composition C3H11N3O, with ωB97M-V with the def2-TZVPD basis set.

Positions of all 18 atoms, in Å:
C1 -0.93 1.25 -0.18
C2 -0.43 -1.40 -1.44
N1 0.24 0.39 -0.25
N2 1.43 1.05 -0.64
H1 2.18 0.37 -0.61
H2 1.30 1.33 -1.61
H3 -0.71 2.16 0.39
H4 -1.23 1.51 -1.20
H5 0.52 -1.91 -1.53
H6 -0.53 -0.63 -2.21
H7 -1.27 -2.07 -1.52
H8 -1.75 0.71 0.29
C3 0.35 -0.21 2.08
N3 0.45 -0.68 0.70
O1 -0.64 -1.51 0.43
H9 0.58 -1.06 2.72
H10 -0.66 0.14 2.34
H11 1.09 0.57 2.25

Summary:
molecular weight = 105.1 Da
charge = 0
HOMO level = -7.75 eV
Kohn-Sham gap = 8.60 eV



#Q
Computed, not measured: a cluster of 2 separate species, C3H11N3O in total, with ωB97M-V with the def2-TZVPD basis set.

Positions of all 18 atoms, in Å:
H1 -2.36 0.21 0.53
N1 -1.41 0.22 0.04
C1 -0.40 0.23 0.77
N2 -0.36 0.30 2.22
N3 0.84 -0.15 0.27
C2 1.28 -1.48 0.00
C3 0.49 -1.94 -1.27
H2 0.34 -0.48 2.46
H3 -0.22 1.10 2.83
H4 1.15 0.58 -0.35
H5 2.38 -1.56 -0.34
H6 1.07 -2.09 0.82
H7 0.41 -1.24 -2.14
H8 0.74 -2.98 -1.71
H9 -0.58 -1.97 -0.89
O1 -0.45 2.60 -1.52
H10 -1.10 2.03 -1.52
H11 0.04 2.11 -2.29

Summary:
molecular weight = 105.1 Da
charge = 0
HOMO level = -8.50 eV
SMILES string = [H]/N=C(\N)NCC.O
Kohn-Sham gap = 9.34 eV



#R
Computed, not measured: a structure of composition C3H11N3O, with ωB97M-V with the def2-TZVPD basis set.

Positions of all 18 atoms, in Å:
C1 1.91 -1.30 1.04
N1 1.10 -1.20 -0.16
H1 1.69 -1.11 -0.99
H2 -0.14 -0.86 0.01
H3 2.94 -0.93 0.91
H4 2.00 -2.34 1.40
H5 1.45 -0.72 1.84
C2 -1.17 0.26 -0.07
N2 -1.91 0.35 1.13
N3 0.30 1.52 -1.51
C3 -0.15 1.21 -0.29
O1 -1.96 0.07 -1.24
H6 -2.26 -0.85 -1.21
H7 -2.65 -0.34 1.20
H8 -2.31 1.26 1.30
H9 1.01 2.23 -1.62
H10 -0.28 1.19 -2.28
H11 0.42 1.57 0.55

Summary:
molecular weight = 105.1 Da
charge = 0
HOMO level = -6.76 eV
Kohn-Sham gap = 7.27 eV



#S
Computed, not measured: the molecule C3H11N3O, with ωB97M-V with the def2-TZVPD basis set.

Positions of all 18 atoms, in Å:
C1 -0.54 1.27 -0.17
C2 -0.26 -0.22 -0.16
C3 1.02 -0.58 0.57
O1 2.17 -0.45 -0.31
N1 2.54 0.92 -0.51
N2 -1.34 -0.94 0.65
N3 -2.62 -0.69 0.10
H1 0.19 1.79 -0.78
H2 -1.54 1.45 -0.56
H3 -0.50 1.66 0.84
H4 -0.22 -0.62 -1.19
H5 1.16 0.04 1.45
H6 1.06 -1.64 0.83
H7 3.43 1.05 -0.01
H8 2.72 1.02 -1.50
H9 -1.12 -1.94 0.64
H10 -3.31 -0.86 0.82
H11 -2.83 -1.27 -0.71

Summary:
molecular weight = 105.1 Da
charge = 0
HOMO level = -9.18 eV
SMILES string = C[C@@H](CON)NN
Kohn-Sham gap = 10.27 eV



Of them, #P has the lowest stability.



#P
Computed, not measured: the molecule C3H4N2O2, with ωB97M-V with the def2-TZVPD basis set.

Positions of all 11 atoms, in Å:
N1 2.27 -0.65 -0.12
C1 1.09 -0.04 0.11
C2 0.69 1.22 0.01
O1 -0.77 1.12 -0.07
C3 -1.03 -0.15 -0.11
O2 -2.32 -0.49 0.06
N2 0.04 -0.84 0.02
H1 2.22 -1.44 0.41
H2 3.13 0.07 -0.10
H3 1.00 2.16 0.42
H4 -2.28 -1.52 -0.03

Summary:
molecular weight = 100.1 Da
charge = 0
HOMO level = -8.44 eV
SMILES string = Nc1coc(O)n1
Kohn-Sham gap = 9.19 eV



#Q
Computed, not measured: the molecule C3H4N2O2, with ωB97M-V with the def2-TZVPD basis set.

Positions of all 11 atoms, in Å:
H1 -2.38 -1.33 -1.07
N1 -1.46 -1.13 -0.67
C1 -1.49 -0.03 -0.05
O1 -2.56 0.79 0.05
N2 -0.40 0.45 0.72
C2 0.74 0.04 0.46
C3 1.98 -0.37 0.30
O2 2.98 0.29 -0.36
H2 -2.33 1.51 0.66
H3 2.28 -1.32 0.71
H4 2.64 1.10 -0.74

Summary:
molecular weight = 100.1 Da
charge = 0
HOMO level = -8.84 eV
SMILES string = [H]/N=C(\O)N=C=CO
Kohn-Sham gap = 8.92 eV



#R
Computed, not measured: a cluster of 2 separate species, C3H4N2O2 in total, with ωB97M-V with the def2-TZVPD basis set.

Positions of all 11 atoms, in Å:
C1 1.28 1.07 1.01
N1 0.42 0.45 0.03
C2 -0.27 -0.49 0.43
O1 -1.17 -1.36 0.01
O2 -0.60 -1.26 1.47
H1 2.31 1.00 0.67
H2 1.01 2.12 1.09
H3 1.18 0.59 1.99
C3 -1.39 -0.74 -2.18
N2 -0.68 0.16 -2.32
H4 -2.09 -1.54 -2.20

Summary:
molecular weight = 100.1 Da
charge = 0
HOMO level = -10.46 eV
SMILES string = CN=C1OO1.C#N
Kohn-Sham gap = 9.64 eV



Of them, #R has the lowest stability.